{
  "formula": "H10O5",
  "method": "ωB97M-V/def2-TZVPD",
  "multiplicity": 1,
  "smiles": "O.O.O.O.O",
  "total_energy_ev": -10399.4360,
  "lumo_energy_ev": 0.2,
  "total_charge": 0,
  "homo_ev": -10.4,
  "de_lowest_kj_mol": 136.4,
  "elements": ["O", "H", "H", "H", "H", "H", "O", "H", "H", "H", "O", "H", "O", "O", "H"],
  "positions_angstrom": [[0.51240, 0.11613, 1.41447], [2.99640, 1.10613, -0.20053], [-0.19760, -0.51387, 1.37647], [-2.29760, 0.67313, 0.62747], [0.89940, 0.58613, -1.20853], [-0.50660, -2.38687, 0.65847], [0.10640, 0.05713, -1.40153], [0.35540, -0.77087, -1.71753], [0.53740, 0.46313, 0.55247], [-1.90860, -2.43687, 0.70947], [-1.21460, -2.01987, 1.15747], [-1.66760, 0.37613, -0.72653], [-2.28960, 0.95413, -0.26253], [2.14740, 1.48813, -0.31253], [2.52740, 2.30813, -0.66653]],
  "forces_ev_per_angstrom": [[0.6, -0.3, 1.9], [1.1, -1.8, 0.8], [-0.6, -0.4, 0.2], [0.1, -0.5, 1.5], [0.1, -0.2, -0.3], [1.6, -0.3, -0.3], [-0.9, 2.0, 0.4], [0.9, -2.0, -0.9], [0.0, 0.8, -1.3], [-2.4, -0.7, -0.7], [0.6, 0.6, 1.0], [0.1, 0.3, 0.2], [-0.3, 0.4, -1.6], [0.3, 1.6, -0.8], [-1.1, 0.5, -0.1]]
}